{
  "formula": "C5H14",
  "method": "the ωB97M-V functional and the def2-TZVPD basis",
  "total_charge": 1,
  "e_lumo_ev": [-3.22, -11.16],
  "homo_lumo_gap_ev": [11.46, 2.73],
  "multiplicity": 2,
  "s2": 0.753,
  "symbols": ["H", "H", "H", "H", "H", "H", "C", "C", "H", "C", "H", "H", "C", "H", "H", "H", "H", "C", "H"],
  "positions_angstrom": [[3.066716, 1.200958, -2.150570], [-2.523892, -1.952339, 1.307903], [-2.062737, -2.377119, -0.277854], [3.588736, 1.711336, 0.179189], [-1.563235, -0.062969, -0.854954], [-2.944937, 0.457085, 1.845043], [3.437522, 0.671789, -0.120851], [-2.414672, 0.835215, 0.967682], [-1.705032, 1.450782, 1.542024], [2.816701, 0.462761, -1.391793], [3.003781, 0.019777, 0.668827], [1.663563, 0.464936, -1.288327], [-1.712178, -0.283504, 0.206805], [2.777522, -0.575738, -1.793265], [-3.573549, -1.459504, -0.072181], [-3.014373, 1.436143, 0.307332], [4.457784, 0.172076, 0.034889], [-2.557003, -1.574836, 0.282250], [-0.740715, -0.596849, 0.607851]],
  "forces_ev_per_angstrom": [[-0.2861, 0.1346, -0.0206], [-0.4546, 0.2418, 0.0192], [-0.1345, 0.2225, -0.2674], [0.1162, -0.0952, -0.1359], [-0.0544, 0.3084, 0.1257], [-0.6168, -0.2747, -0.3454], [0.0781, -0.2163, 0.8745], [1.2530, -0.3964, 0.5555], [0.2477, 0.3923, -0.5756], [-0.1527, -0.1650, -0.8093], [-0.0707, 0.0379, 0.0816], [0.0925, 0.1668, -0.0407], [-0.4054, -0.2103, -0.1905], [0.2225, 0.0192, 0.3089], [-0.1470, 0.1863, 0.0373], [-0.3902, 0.2539, 0.0961], [-0.0793, 0.1012, -0.2180], [0.7432, -1.0404, 0.2621], [0.0385, 0.3332, 0.2427]],
  "lowdin_spin": [0.0127, 0.0002, 0.0033, 0.0146, 0.0005, 0.0112, 0.2309, 0.0404, 0.0193, 0.2303, 0.0526, 0.1203, 0.0453, 0.0480, 0.0028, 0.0008, 0.1146, 0.0437, 0.0086]
}